No. 1
128
Properties=species:S:1:pos:R:3 method="wB97M-V/def2-TZVPD" total_energy_ha=-4990.00219 total_charge=0 gap_ev="7.185 / 7.713" multiplicity=5
Cr 0.11 2.92 -2.04
N -0.21 1.10 -1.14
S -1.29 0.52 -0.20
O -0.82 0.01 1.07
O -2.41 -0.16 -0.79
F -2.01 1.89 0.24
S 0.83 -0.28 -1.11
O 0.33 -1.60 -1.27
O 1.97 -0.09 -0.26
F 1.40 0.11 -2.56
N -3.08 3.79 -1.71
O -3.85 3.06 -2.34
O -3.48 4.52 -0.81
O -1.83 3.74 -2.00
C 8.73 -1.37 0.39
C 7.65 -0.58 1.12
O 6.70 -0.07 0.21
C 5.53 0.38 0.86
C 4.62 -0.71 1.42
H 8.27 -2.23 -0.12
H 9.16 -0.80 -0.43
H 9.41 -1.85 1.08
H 7.17 -1.19 1.88
H 8.17 0.24 1.62
H 5.79 1.10 1.63
H 4.85 0.89 0.17
H 3.62 -0.38 1.72
H 5.06 -1.12 2.33
H 4.46 -1.52 0.72
C 0.67 -4.32 -3.07
C 1.58 -3.51 -2.17
O 2.87 -3.47 -2.79
C 3.83 -2.79 -2.00
C 5.21 -3.08 -2.55
H 1.13 -5.26 -3.36
H -0.24 -4.56 -2.52
H 0.36 -3.73 -3.93
H 1.17 -2.50 -2.08
H 1.69 -3.93 -1.17
H 3.58 -1.73 -2.10
H 3.87 -3.10 -0.95
H 5.31 -3.00 -3.63
H 5.45 -4.12 -2.33
H 5.92 -2.49 -1.97
O 2.29 2.68 -1.97
C 3.45 3.01 -1.79
O 4.42 2.39 -2.36
C 4.19 1.19 -3.10
C 5.47 0.36 -3.19
C 3.85 4.20 -0.97
H 3.89 1.48 -4.11
H 3.40 0.58 -2.67
H 6.32 0.95 -3.51
H 5.25 -0.51 -3.81
H 5.70 0.03 -2.17
H 4.52 4.83 -1.56
H 4.34 3.91 -0.04
H 2.95 4.77 -0.76
O 1.66 -3.77 1.01
C 0.51 -3.43 1.19
O 0.08 -2.67 2.19
C 1.00 -2.39 3.24
C 0.37 -1.34 4.16
C -0.58 -4.05 0.35
H 1.88 -1.95 2.76
H 1.28 -3.29 3.79
H -0.01 -0.51 3.58
H 1.14 -0.95 4.83
H -0.43 -1.77 4.75
H -0.23 -4.03 -0.68
H -1.43 -3.36 0.38
H -0.84 -5.04 0.69
O 0.52 3.79 -0.08
C 0.16 3.86 1.08
O 0.58 3.10 2.06
C 1.72 2.24 1.87
C 2.96 2.88 2.47
C -0.88 4.87 1.50
H 1.84 1.97 0.82
H 1.48 1.36 2.46
H 3.04 3.92 2.15
H 3.88 2.43 2.10
H 2.95 2.82 3.55
H -0.63 5.31 2.46
H -1.79 4.27 1.63
H -1.22 5.48 0.67
O -6.71 -0.15 1.18
C -5.64 0.36 0.90
O -4.58 0.28 1.68
C -4.70 -0.23 3.02
C -3.29 -0.39 3.57
C -5.33 1.03 -0.40
H -5.30 -1.14 3.07
H -5.22 0.58 3.55
H -2.76 -1.10 2.92
H -3.27 -0.63 4.63
H -2.75 0.55 3.47
H -5.29 0.24 -1.14
H -4.38 1.56 -0.35
H -6.14 1.74 -0.57
O -6.90 4.09 2.55
C -6.83 3.10 1.87
O -5.73 2.46 1.54
C -4.47 3.05 1.86
C -3.88 2.65 3.20
C -8.08 2.46 1.30
H -4.50 4.13 1.73
H -3.83 2.71 1.05
H -3.17 3.37 3.62
H -3.32 1.72 3.13
H -4.69 2.54 3.93
H -8.63 2.96 0.51
H -8.79 2.26 2.11
H -7.81 1.47 0.93
O -5.94 -4.10 -3.67
C -5.59 -3.04 -3.19
O -4.38 -2.52 -3.20
C -3.31 -3.30 -3.72
C -2.05 -3.02 -2.89
C -6.61 -2.15 -2.52
H -3.12 -3.14 -4.78
H -3.54 -4.36 -3.63
H -1.19 -3.39 -3.45
H -2.14 -3.49 -1.92
H -1.89 -1.95 -2.84
H -6.58 -1.16 -2.97
H -6.34 -1.96 -1.48
H -7.64 -2.47 -2.64

---

No. 2
155
Properties=species:S:1:pos:R:3 method="wB97M-V/def2-TZVPD" total_energy_ha=-8754.66191 total_charge=-1 gap_ev=9.606 multiplicity=1
C -36.94 -18.65 5.72
F -37.23 -18.05 6.88
F -35.67 -19.09 5.70
F -37.78 -19.66 5.55
S -37.07 -17.31 4.37
O -37.10 -18.02 3.08
O -38.31 -16.51 4.66
N -35.66 -16.33 4.70
S -35.46 -15.72 3.35
O -34.64 -16.58 2.51
O -36.65 -15.24 2.64
C -34.35 -14.14 3.65
F -34.91 -13.43 4.59
F -33.20 -14.44 4.15
F -34.23 -13.31 2.57
C -41.19 -17.53 5.07
C -42.71 -17.18 5.26
C -43.29 -18.16 6.38
S -41.83 -18.71 7.39
O -41.53 -20.09 6.93
O -41.92 -18.50 8.82
C -40.75 -17.50 6.53
H -40.62 -16.89 4.40
H -41.05 -18.57 4.78
H -43.26 -17.21 4.32
H -42.69 -16.13 5.56
H -43.80 -19.01 5.93
H -43.96 -17.61 7.03
H -39.74 -17.85 6.74
H -40.97 -16.61 7.12
C -39.23 -14.56 -1.27
C -39.65 -15.72 -0.42
C -38.46 -16.77 -0.23
S -37.13 -16.18 -1.36
O -36.67 -17.31 -2.12
O -36.22 -15.26 -0.64
C -38.31 -15.16 -2.41
H -38.73 -13.88 -0.58
H -40.02 -14.05 -1.82
H -40.51 -16.26 -0.82
H -39.85 -15.39 0.59
H -38.81 -17.66 -0.77
H -37.99 -17.02 0.72
H -38.83 -15.79 -3.13
H -37.68 -14.47 -2.96
C -32.16 -10.16 2.88
C -31.78 -11.21 3.94
C -30.42 -11.82 3.64
S -30.53 -12.12 1.81
O -31.23 -13.35 1.58
O -29.29 -11.80 1.18
C -31.84 -10.82 1.55
H -31.49 -9.31 3.01
H -33.19 -9.84 3.03
H -32.42 -12.09 3.92
H -31.77 -10.80 4.96
H -29.99 -12.72 4.07
H -29.67 -11.02 3.69
H -32.74 -11.21 1.10
H -31.38 -10.23 0.76
C -40.49 -21.68 4.28
C -39.14 -22.00 3.46
O -39.31 -23.37 3.04
S -40.60 -24.14 3.68
O -40.33 -24.69 5.02
O -41.29 -25.00 2.68
O -41.40 -22.70 3.93
H -41.14 -20.89 3.92
H -40.41 -21.67 5.37
H -38.31 -22.00 4.17
H -38.96 -21.32 2.63
C -32.14 -20.51 4.95
C -32.67 -20.18 3.49
O -32.47 -21.42 2.79
S -31.44 -22.43 3.58
O -30.04 -22.00 3.51
O -31.72 -23.84 3.32
O -32.02 -21.89 5.00
H -32.93 -20.15 5.61
H -31.23 -20.03 5.30
H -32.08 -19.39 3.02
H -33.74 -19.95 3.49
C -37.71 -14.11 7.40
C -37.93 -15.22 8.43
O -39.04 -14.77 9.18
S -39.89 -13.50 8.48
O -39.39 -12.27 9.18
O -41.36 -13.76 8.29
O -39.00 -13.77 7.09
H -37.30 -14.54 6.48
H -37.16 -13.23 7.74
H -37.22 -15.44 9.22
H -38.23 -16.20 8.05
C -35.21 -22.37 6.18
C -36.46 -23.16 6.52
O -36.58 -24.15 5.49
S -35.52 -24.00 4.29
O -36.15 -23.98 2.95
O -34.39 -24.95 4.55
O -35.13 -22.45 4.81
H -34.33 -22.80 6.66
H -35.26 -21.33 6.52
H -37.25 -22.44 6.29
H -36.81 -23.45 7.51
C -40.51 -12.43 2.19
C -39.53 -13.17 3.15
O -40.20 -14.48 3.19
S -41.85 -14.37 3.11
O -42.41 -13.65 4.28
O -42.32 -15.60 2.47
O -41.61 -13.27 1.92
H -39.95 -12.25 1.28
H -40.87 -11.49 2.60
H -39.60 -12.71 4.14
H -38.48 -13.18 2.88
C -38.58 -19.33 9.56
C -37.99 -20.67 9.44
O -38.45 -21.39 8.35
O -38.11 -18.36 10.54
H -39.65 -19.52 9.59
H -38.63 -18.83 8.60
H -37.97 -21.17 10.41
H -36.91 -20.69 9.29
H -39.35 -21.69 8.48
H -37.28 -18.00 10.22
C -35.02 -10.55 6.11
C -36.57 -10.90 5.81
O -37.43 -10.35 6.81
O -34.89 -9.16 6.11
H -34.39 -11.00 5.35
H -34.82 -11.01 7.08
H -36.43 -11.99 5.78
H -36.71 -10.51 4.80
H -38.21 -10.90 6.86
H -35.64 -8.87 6.64
C -32.95 -17.56 6.72
C -33.53 -16.29 7.43
O -34.92 -16.18 7.40
O -33.30 -17.53 5.34
H -33.27 -18.46 7.24
H -31.87 -17.44 6.80
H -33.20 -15.41 6.89
H -33.11 -16.13 8.42
H -35.18 -16.39 6.50
H -34.22 -17.26 5.31
C -28.80 -16.09 3.88
C -30.30 -16.07 4.03
O -30.83 -17.36 4.11
O -28.35 -16.50 2.61
H -28.37 -16.63 4.73
H -28.42 -15.07 3.87
H -30.84 -15.49 3.28
H -30.68 -15.64 4.96
H -31.77 -17.36 4.32
H -28.72 -15.94 1.92

---

No. 3
124
Properties=species:S:1:pos:R:3 method="wB97M-V/def2-TZVPD" total_energy_ha=-4659.56679 total_charge=+1 gap_ev=6.581 multiplicity=1
C 3.04 -0.59 0.50
O 2.36 -0.23 -0.75
C 1.14 -1.01 -0.74
C 0.17 -0.76 -1.98
C -1.00 -1.89 -1.89
C -2.48 -1.32 -2.09
C -2.84 -0.02 -1.20
C -3.83 -0.35 0.06
C -3.61 0.84 1.12
C -2.74 0.45 2.41
C -1.37 -0.31 2.08
C -0.80 -1.10 3.35
C -1.07 -2.67 3.34
C -1.71 -3.47 2.19
N -1.92 -4.91 2.25
C -1.58 -5.71 3.39
C -0.93 -5.06 4.63
C -0.65 -3.52 4.61
C 0.06 -2.84 5.87
O -0.42 -2.86 7.02
O 1.34 -2.23 5.61
H 2.97 0.23 1.29
H 2.59 -1.54 0.98
H 4.15 -0.86 0.30
H 0.62 -0.82 0.27
H 1.41 -2.14 -0.75
H -0.24 0.30 -2.08
H 0.79 -0.97 -2.93
H -0.84 -2.50 -0.94
H -0.81 -2.61 -2.78
H -2.69 -1.13 -3.21
H -3.21 -2.17 -1.78
H -1.93 0.52 -0.76
H -3.42 0.70 -1.89
H -4.90 -0.38 -0.34
H -3.59 -1.35 0.55
H -3.15 1.74 0.56
H -4.65 1.15 1.50
H -2.45 1.45 2.91
H -3.38 -0.14 3.16
H -0.60 0.51 1.82
H -1.43 -0.98 1.15
H -1.34 -0.67 4.28
H 0.32 -0.90 3.54
H -2.04 -2.96 1.23
H -2.35 -5.38 1.43
H -1.77 -6.84 3.43
H -0.67 -5.71 5.54
H 1.13 -1.26 5.63
O 4.17 -6.96 2.63
S 4.43 -5.61 2.20
O 5.66 -4.93 2.51
O 3.19 -4.67 2.64
C 2.80 -4.66 4.01
C 3.73 -3.82 4.86
C 4.17 -5.51 0.45
H 2.72 -5.69 4.39
H 1.79 -4.23 4.04
H 4.72 -4.28 4.92
H 3.34 -3.72 5.87
H 3.86 -2.83 4.42
H 3.22 -5.97 0.20
H 4.99 -6.05 -0.04
H 4.19 -4.46 0.15
O -2.39 3.84 1.57
S -1.99 4.73 0.50
O -0.77 4.52 -0.23
O -2.02 6.25 1.04
C -1.30 6.57 2.23
C 0.19 6.71 1.95
C -3.32 4.87 -0.65
H -1.49 5.83 3.01
H -1.68 7.53 2.59
H 0.63 5.75 1.69
H 0.71 7.09 2.84
H 0.37 7.39 1.12
H -4.24 5.07 -0.11
H -3.40 3.92 -1.18
H -3.09 5.67 -1.35
O 7.84 -7.36 6.81
S 8.23 -6.46 5.75
O 9.45 -6.65 5.00
O 8.21 -4.94 6.32
C 8.95 -4.65 7.51
C 10.43 -4.51 7.22
C 6.89 -6.29 4.61
H 8.76 -5.40 8.28
H 8.57 -3.70 7.89
H 10.86 -5.47 6.93
H 10.96 -4.16 8.11
H 10.60 -3.82 6.40
H 5.98 -6.09 5.17
H 6.79 -7.22 4.06
H 7.11 -5.48 3.93
O -1.09 1.93 -4.67
S -1.95 3.08 -4.76
O -2.98 3.33 -3.78
O -2.61 3.12 -6.23
C -3.30 1.97 -6.71
C -4.69 1.86 -6.10
C -0.95 4.53 -4.92
H -2.72 1.06 -6.53
H -3.40 2.08 -7.79
H -4.63 1.65 -5.03
H -5.26 1.06 -6.57
H -5.24 2.80 -6.22
H -0.21 4.36 -5.70
H -0.46 4.70 -3.96
H -1.59 5.37 -5.17
O -5.56 4.88 -8.09
S -5.15 5.76 -9.16
O -3.93 5.55 -9.89
O -5.19 7.28 -8.63
C -4.48 7.61 -7.44
C -2.99 7.75 -7.71
C -6.48 5.89 -10.32
H -4.67 6.87 -6.65
H -4.87 8.57 -7.09
H -2.55 6.78 -7.97
H -2.47 8.13 -6.82
H -2.81 8.42 -8.54
H -7.40 6.10 -9.78
H -6.56 4.94 -10.85
H -6.25 6.69 -11.03